No. 1
{
  "formula": "C3H8NO",
  "method": "ωB97M-V with the def2-TZVPD basis set",
  "species": ["C", "O", "H", "H", "H", "C", "C", "N", "H", "H", "H", "H", "H"],
  "xyz": [[2.311179, 1.000710, 0.423066], [1.266179, 1.632947, -0.338883], [1.964292, 0.624582, 1.388955], [3.127045, 1.709290, 0.555952], [2.634060, 0.144359, -0.177424], [-2.398691, -0.649654, -0.945675], [-1.657046, -0.757400, 0.195652], [-0.325366, -0.444644, 0.433766], [-2.040797, -0.506663, -1.952393], [-3.443862, -0.939106, -0.802598], [-2.010340, -1.463845, 1.008322], [0.071955, -1.377861, 0.274296], [0.501394, 1.027285, -0.063037]],
  "atomic_forces_ev_per_a": [[-0.6, 0.3, -1.2], [0.3, -0.3, 1.4], [-0.1, 0.1, 0.0], [0.2, 0.0, 0.0], [0.5, -0.2, 0.3], [-0.7, -0.4, 1.7], [1.0, -1.2, -0.4], [-0.5, 0.0, -1.0], [0.3, 0.7, 0.1], [0.1, -0.1, -0.5], [-1.0, 0.9, -0.4], [0.7, 0.3, 0.6], [-0.1, -0.2, -0.7]],
  "lowdin_charge": [-0.23, -0.23, 0.05, 0.05, 0.06, -0.11, -0.48, -0.14, 0.01, -0.01, 0.06, -0.01, 0.00],
  "relative_energy_kcal_mol": 36.83,
  "homo_ev": -2.2,
  "lumo_energy_ev": 4.419,
  "total_charge": -1,
  "homo_lumo_gap_ev": 6.607
}


No. 2
{
  "formula": "C3H8NO",
  "method": "ωB97M-V with the def2-TZVPD basis set",
  "species": ["C", "O", "C", "C", "N", "H", "H", "H", "H", "H", "H", "H", "H"],
  "xyz": [[-0.293626, 0.769302, -0.023954], [-1.695833, 0.618806, -0.190355], [0.925580, 0.084675, -1.001609], [0.174315, -0.934966, -0.377863], [2.151390, 0.403563, -0.500933], [-0.099662, 0.778672, 1.057152], [-0.144893, 1.787129, -0.402841], [0.639354, 0.142157, -2.057445], [-2.156347, -1.083359, 2.394992], [-0.790685, -1.305542, -0.675211], [0.767455, -1.517683, 0.322552], [-2.316673, -0.405051, 2.652096], [2.839624, 0.662294, -1.196580]],
  "atomic_forces_ev_per_a": [[-6.6, 0.5, 2.4], [1.5, 0.3, -0.4], [3.3, -2.2, -2.0], [1.0, 0.0, 0.3], [-0.7, -0.6, 0.0], [1.1, 0.0, -0.2], [1.3, -0.5, -0.3], [-0.1, 1.1, 0.0], [0.0, 0.0, 0.0], [0.0, 0.4, -0.1], [-0.3, 0.4, 0.6], [0.0, 0.0, 0.0], [-0.5, 0.4, -0.4]],
  "lowdin_charge": [-0.40, -0.44, -0.54, -0.04, -0.05, 0.09, 0.12, 0.13, 0.01, 0.08, 0.09, 0.01, -0.05],
  "relative_energy_kcal_mol": 115.46,
  "homo_ev": -2.4,
  "lumo_energy_ev": 4.634,
  "total_charge": -1,
  "homo_lumo_gap_ev": 7.057
}


No. 3
{
  "formula": "C3H8NO",
  "method": "ωB97M-V with the def2-TZVPD basis set",
  "species": ["C", "O", "H", "H", "H", "C", "C", "N", "H", "H", "H", "H", "H"],
  "xyz": [[-1.313102, 1.479679, -1.692477], [-0.621540, 1.185300, -0.546918], [-0.664647, 2.164063, -2.528360], [-1.549938, 0.549235, -2.208994], [-2.310408, 1.909444, -1.597929], [0.195431, -1.739556, 1.097006], [1.680044, 0.017603, 1.130268], [1.403009, -1.101164, 1.634425], [-0.310298, -2.170365, 1.936327], [0.555754, -2.379304, 0.250421], [-0.579329, -0.995471, 0.637896], [2.200493, 0.757061, 1.721421], [1.314534, 0.323479, 0.166917]],
  "atomic_forces_ev_per_a": [[2.4, 0.0, -0.3], [-0.4, 0.6, -0.5], [-1.5, -1.1, 1.5], [0.0, -0.5, -0.9], [-0.4, 0.9, 0.3], [0.0, 1.2, -2.5], [-0.1, 0.1, -0.2], [-1.0, 0.5, 1.4], [-0.1, -1.1, 0.2], [-0.9, -0.3, 0.9], [1.6, -0.8, 0.6], [1.1, -0.1, 0.0], [-0.8, 0.6, -0.4]],
  "lowdin_charge": [-0.49, -0.45, 0.06, 0.00, 0.00, -0.18, -0.11, -0.12, 0.04, 0.07, 0.08, 0.05, 0.03],
  "relative_energy_kcal_mol": 48.27,
  "homo_ev": -2.3,
  "lumo_energy_ev": 4.474,
  "total_charge": -1,
  "homo_lumo_gap_ev": 6.790
}


No. 4
{
  "formula": "C3H8NO",
  "method": "ωB97M-V with the def2-TZVPD basis set",
  "species": ["C", "O", "H", "H", "H", "C", "C", "N", "H", "H", "H", "H", "H"],
  "xyz": [[-1.272790, 0.007535, -1.879634], [-1.842457, -0.090635, -0.676237], [-0.260113, 0.519135, -2.067730], [-1.852864, 0.651361, -2.609357], [-1.113760, -0.938548, -2.465349], [1.175025, 0.880028, 0.897784], [0.361380, -1.109839, 1.717847], [1.358096, -0.328885, 1.740060], [1.701056, 0.761878, -0.070411], [0.137487, 0.954305, 0.530814], [1.821274, 1.591073, 1.420376], [0.230208, -1.881713, 2.490762], [-0.442543, -1.015692, 0.971069]],
  "atomic_forces_ev_per_a": [[-0.1, 0.6, -1.5], [0.8, 0.0, 0.4], [0.0, -0.2, 1.0], [-0.2, -0.2, 0.0], [-0.1, -0.2, 0.2], [1.5, -1.7, -1.2], [-0.4, -0.1, 0.0], [-0.7, 0.2, 0.2], [0.2, -0.3, 0.3], [0.0, 0.9, 0.8], [-1.2, 0.9, -0.1], [0.6, -0.1, -0.4], [-0.2, 0.2, 0.2]],
  "lowdin_charge": [-0.54, -0.42, 0.02, 0.02, 0.02, -0.16, -0.11, -0.11, 0.06, 0.06, 0.06, 0.05, 0.05],
  "relative_energy_kcal_mol": 39.87,
  "homo_ev": -2.4,
  "lumo_energy_ev": 4.418,
  "total_charge": -1,
  "homo_lumo_gap_ev": 6.820
}


No. 5
{
  "formula": "C3H8NO",
  "method": "ωB97M-V with the def2-TZVPD basis set",
  "species": ["C", "O", "H", "H", "H", "C", "C", "N", "H", "H", "H", "H", "H"],
  "xyz": [[-1.083185, -2.137610, 1.240306], [-1.210156, -1.444940, 0.036984], [-0.280609, -2.888914, 1.192906], [-2.041472, -2.554016, 1.540260], [-0.754356, -1.467927, 2.053277], [0.717942, 2.239065, -1.520866], [1.032857, 1.075719, -0.887177], [0.719500, 0.507014, 0.293810], [0.023857, 2.991138, -1.157782], [1.233816, 2.498610, -2.431780], [1.903717, 0.601919, -1.359942], [0.357539, 1.212924, 0.935882], [-0.619451, -0.632976, 0.064125]],
  "atomic_forces_ev_per_a": [[0.8, 0.8, 0.3], [-0.5, 0.1, -0.2], [-0.3, -0.3, 0.0], [-0.1, -0.4, 0.0], [-0.2, 0.0, -0.1], [-0.3, 0.4, 0.1], [1.2, 0.5, 0.5], [-0.2, 0.0, 0.3], [-0.2, -0.2, 0.2], [0.1, 0.0, -0.2], [-0.4, -0.6, -0.5], [-0.5, 0.1, -0.3], [0.5, -0.3, 0.1]],
  "lowdin_charge": [-0.24, -0.19, 0.06, 0.05, 0.06, -0.14, -0.51, -0.11, -0.01, -0.03, 0.06, -0.01, 0.01],
  "relative_energy_kcal_mol": 15.39,
  "homo_ev": -2.2,
  "lumo_energy_ev": 4.290,
  "total_charge": -1,
  "homo_lumo_gap_ev": 6.501
}


No. 6
{
  "formula": "C3H8NO",
  "method": "ωB97M-V with the def2-TZVPD basis set",
  "species": ["C", "O", "H", "H", "H", "C", "C", "N", "H", "H", "H", "H", "H"],
  "xyz": [[0.258290, 1.865677, 1.400153], [0.457415, 2.064311, 0.024421], [-0.195659, 2.791151, 1.776109], [-0.349887, 1.038835, 1.768916], [1.251686, 1.829798, 1.868757], [-1.184754, -1.939994, -0.782511], [0.119182, -1.536211, -0.753785], [0.650469, -0.349151, -1.155144], [-1.947131, -1.276409, -1.181723], [-1.535953, -2.875830, -0.361503], [0.807205, -2.266038, -0.283978], [1.364481, -0.553368, -1.843407], [0.304656, 1.207229, -0.476306]],
  "atomic_forces_ev_per_a": [[0.8, 1.3, 0.0], [-0.9, -0.3, 0.0], [-0.2, -0.1, 0.2], [0.0, -0.3, -0.6], [-0.1, -0.4, 0.3], [0.2, 0.5, 0.2], [-0.4, -0.3, 0.1], [-0.9, -0.1, -0.3], [0.0, 0.0, -0.1], [0.2, 0.0, 0.1], [0.1, -0.3, -0.3], [0.6, 0.2, 0.4], [0.6, -0.3, 0.0]],
  "lowdin_charge": [-0.23, -0.20, 0.05, 0.06, 0.06, -0.13, -0.50, -0.12, 0.00, -0.02, 0.06, -0.03, 0.00],
  "relative_energy_kcal_mol": 22.16,
  "homo_ev": -2.2,
  "lumo_energy_ev": 4.389,
  "total_charge": -1,
  "homo_lumo_gap_ev": 6.579
}


No. 7
{
  "formula": "C3H8NO",
  "method": "ωB97M-V with the def2-TZVPD basis set",
  "species": ["C", "C", "C", "N", "O", "H", "H", "H", "H", "H", "H", "H", "H"],
  "xyz": [[-1.997067, -0.670477, 0.161030], [-1.287637, 0.344620, -0.241728], [1.292141, -0.109283, 0.533669], [0.247031, 0.189394, -0.526755], [2.502651, -0.377682, -0.156297], [-3.009227, -0.557662, 0.211674], [-1.691996, -1.685530, 0.371497], [-1.844150, 1.304171, -0.403795], [1.250368, 0.667683, 1.267872], [0.926401, -1.014778, 1.055828], [0.189484, -0.505648, -1.253789], [0.570558, 1.058444, -1.059470], [3.379457, -0.431168, 0.399342]],
  "atomic_forces_ev_per_a": [[1.9, -1.4, -0.2], [0.7, 1.1, 0.4], [0.0, -2.3, 0.2], [-1.0, 2.6, -1.2], [0.9, 0.5, 1.2], [-2.6, 0.6, 0.3], [0.5, 0.0, 0.0], [1.6, -0.6, -0.1], [0.4, 0.9, 0.1], [0.1, 0.3, -0.3], [0.8, -0.8, -0.2], [-0.5, -1.2, 0.9], [-2.9, 0.3, -1.1]],
  "lowdin_charge": [0.07, -0.07, -0.18, 0.08, -0.04, 0.06, 0.10, 0.15, 0.13, 0.14, 0.16, 0.21, 0.19],
  "relative_energy_kcal_mol": 36.59,
  "homo_ev": -15.8,
  "smiles": "C=C[NH2+]CO",
  "lumo_energy_ev": -3.375,
  "total_charge": 1,
  "homo_lumo_gap_ev": 12.457
}


No. 8
{
  "formula": "C3H8NO",
  "method": "ωB97M-V with the def2-TZVPD basis set",
  "species": ["C", "C", "C", "N", "O", "H", "H", "H", "H", "H", "H", "H", "H"],
  "xyz": [[0.428392, 1.671672, -0.947167], [-0.203837, -1.917868, 0.975423], [-0.182316, 0.727628, 0.178017], [-0.178820, -0.663887, -0.094056], [0.011293, -0.902781, -1.207078], [1.006111, 2.522513, -0.583121], [1.001896, 0.995872, -1.662009], [-0.238820, 2.140094, -1.568514], [-0.835531, -1.697246, 1.869792], [0.863123, -2.112119, 1.096612], [-0.610077, -2.750747, 0.394476], [-1.215751, 1.076214, 0.303117], [0.154338, 0.910653, 1.244509]],
  "atomic_forces_ev_per_a": [[2.2, -2.8, 0.7], [-0.6, 1.1, -1.1], [-0.1, 3.7, 2.2], [0.2, -0.9, 1.8], [0.0, -2.2, -2.2], [0.3, -0.6, 0.6], [-0.2, 1.2, 1.1], [-2.5, 0.6, -1.2], [0.9, 0.2, -0.8], [-0.1, 0.3, 0.5], [-0.1, 0.4, 0.0], [-0.4, -0.6, -0.1], [0.2, -0.4, -1.2]],
  "lowdin_charge": [-0.01, 0.15, -0.13, -0.14, 0.22, 0.10, 0.11, 0.05, 0.12, 0.11, 0.10, 0.16, 0.17],
  "relative_energy_kcal_mol": 84.34,
  "homo_ev": -17.1,
  "smiles": "CC[N+](C)=O",
  "lumo_energy_ev": -6.667,
  "total_charge": 1,
  "homo_lumo_gap_ev": 10.443
}


No. 9
{
  "formula": "C3H8NO",
  "method": "ωB97M-V with the def2-TZVPD basis set",
  "species": ["C", "C", "C", "N", "O", "H", "H", "H", "H", "H", "H", "H", "H"],
  "xyz": [[-0.038747, -1.542418, 0.733265], [-0.106412, -0.283748, -0.058675], [-0.992227, 1.591806, 0.485496], [1.029062, -0.060960, -0.922259], [-0.764342, -1.371909, -0.472683], [0.818788, -2.233833, 0.840243], [-0.607477, -1.790686, 1.697740], [-1.973211, 1.460384, 0.100125], [-0.451301, 2.301539, -0.168199], [-0.910771, 1.709944, 1.569057], [1.714904, 0.734832, -0.701525], [0.775485, 0.367371, -1.838722], [1.506250, -0.882321, -1.263862]],
  "atomic_forces_ev_per_a": [[-0.2, -0.5, 2.7], [-1.2, 2.8, 3.4], [2.2, -2.6, -1.5], [2.2, 3.6, -2.7], [-1.2, -1.2, -1.0], [0.0, 0.6, -1.3], [0.1, 1.3, -1.6], [-0.8, -0.3, 0.0], [-0.1, -0.4, 0.7], [0.2, -0.2, -0.5], [-0.8, -1.8, 0.9], [-1.0, -0.5, 0.4], [0.5, -0.9, 0.6]],
  "lowdin_charge": [-0.05, -0.36, 0.17, 0.22, 0.04, 0.13, 0.15, 0.03, 0.04, 0.05, 0.22, 0.19, 0.17],
  "relative_energy_kcal_mol": 88.00,
  "homo_ev": -14.9,
  "lumo_energy_ev": -3.889,
  "total_charge": 1,
  "homo_lumo_gap_ev": 11.049
}


No. 10
{
  "formula": "C3H8NO",
  "method": "ωB97M-V with the def2-TZVPD basis set",
  "species": ["C", "C", "C", "N", "O", "H", "H", "H", "H", "H", "H", "H", "H"],
  "xyz": [[2.280121, 0.256757, 0.405340], [1.271391, 0.334128, -0.475722], [-1.647882, -0.486977, -0.345504], [-1.852508, 0.510215, 0.488794], [0.294669, -0.634265, -0.507600], [3.116859, 0.771345, 0.278198], [2.270294, -0.372916, 1.274230], [1.289846, 0.940420, -1.367099], [-1.952710, -1.603852, -0.062188], [-1.742533, -0.387798, -1.523474], [-2.310930, 0.489690, 1.386356], [-1.499096, 1.400998, 0.213039], [0.482479, -1.217746, 0.235631]],
  "atomic_forces_ev_per_a": [[-4.2, -1.5, -0.3], [2.2, -0.1, 0.5], [-1.8, -1.9, -1.8], [0.0, -0.5, -0.8], [-0.8, -1.0, 0.3], [3.3, 2.6, -0.6], [-0.2, -0.5, 0.2], [-0.2, 0.1, 0.0], [0.8, 2.7, -0.1], [0.7, 0.4, 2.7], [0.3, -0.6, 0.2], [-0.3, 0.8, -0.3], [0.1, -0.4, 0.1]],
  "lowdin_charge": [0.10, -0.18, 0.01, 0.13, -0.06, 0.03, 0.08, 0.13, 0.18, 0.17, 0.14, 0.12, 0.13],
  "relative_energy_kcal_mol": 55.70,
  "homo_ev": -13.9,
  "lumo_energy_ev": -4.281,
  "total_charge": 1,
  "homo_lumo_gap_ev": 9.667
}


No. 11
{
  "formula": "C3H8NO",
  "method": "ωB97M-V with the def2-TZVPD basis set",
  "species": ["C", "C", "C", "N", "O", "H", "H", "H", "H", "H", "H", "H", "H"],
  "xyz": [[-1.375331, -0.007186, 0.669569], [0.805960, -1.486588, 0.428405], [0.070515, -0.130825, 0.422241], [0.319726, 1.580745, -1.340326], [0.143286, 0.328059, -0.947939], [-1.929532, -0.732236, 1.250084], [1.862981, -1.159477, 0.040336], [0.205219, -2.266773, -0.173874], [0.749468, -1.837926, 1.365717], [-2.000178, 0.760561, 0.135880], [0.749377, 0.568337, 0.895816], [0.616081, 2.312498, -0.719798], [-0.217573, 2.070812, -2.026111]],
  "atomic_forces_ev_per_a": [[-0.4, 0.6, -0.4], [-0.4, 1.5, -4.7], [0.4, 0.8, 0.7], [0.7, 0.0, 1.7], [-0.8, 0.9, -3.9], [0.1, -0.2, -0.1], [-1.9, -1.6, 0.8], [1.4, 1.3, 0.4], [0.5, -1.1, 3.6], [1.0, -0.7, 0.7], [-0.3, 0.3, 1.1], [0.7, -0.4, 1.4], [-1.1, -1.3, -1.4]],
  "lowdin_charge": [0.24, 0.02, -0.38, 0.21, -0.05, 0.09, 0.15, 0.14, 0.04, 0.11, 0.15, 0.15, 0.15],
  "relative_energy_kcal_mol": 134.53,
  "homo_ev": [-14.0, -16.1],
  "lumo_energy_ev": [-7.446, -5.539],
  "total_charge": 1,
  "homo_lumo_gap_ev": [6.521, 10.559]
}


No. 12
{
  "formula": "C3H8NO",
  "method": "ωB97M-V with the def2-TZVPD basis set",
  "species": ["C", "C", "C", "N", "O", "H", "H", "H", "H", "H", "H", "H", "H"],
  "xyz": [[1.671825, 0.483649, -1.029637], [1.002223, 0.156737, 0.081580], [-0.110916, -0.780683, 0.274654], [-1.453511, 0.368407, 0.201804], [-0.332178, -1.641845, 1.208292], [2.292586, 1.377341, -1.061977], [1.700675, -0.007477, -1.996223], [1.319727, 0.857399, 0.921066], [-0.383066, -1.251585, -0.801825], [-2.225540, -0.167019, 0.108492], [-1.564923, 0.890763, 1.117650], [-1.197273, 1.054505, -0.495646], [0.351062, -1.677884, 1.934940]],
  "atomic_forces_ev_per_a": [[-0.2, -0.2, -0.4], [2.1, 2.1, 1.4], [-1.5, 0.7, -5.9], [4.0, 1.9, 3.4], [1.0, -1.0, 2.7], [0.1, -0.3, 0.5], [-0.6, -0.4, 0.1], [-0.9, -1.2, -0.6], [0.7, 0.8, 2.4], [-3.4, -1.8, -1.1], [0.3, -0.7, -1.2], [-0.5, -0.1, -0.5], [-0.9, 0.3, -0.9]],
  "lowdin_charge": [0.07, -0.16, -0.34, 0.23, 0.10, 0.08, 0.08, 0.14, 0.20, 0.08, 0.18, 0.14, 0.18],
  "relative_energy_kcal_mol": 35.53,
  "homo_ev": -15.1,
  "smiles": "C=C[C@H]([NH3+])O",
  "lumo_energy_ev": -3.662,
  "total_charge": 1,
  "homo_lumo_gap_ev": 11.472
}


Number 1: E -249.0279 a.u.. Number 2: E -248.9026 a.u.. Number 3: E -249.0097 a.u.. Number 4: E -249.0231 a.u.. Number 5: E -249.0621 a.u.. Number 6: E -249.0513 a.u.. Number 7: E -248.7776 a.u.. Number 8: E -248.7015 a.u.. Number 9: E -248.6957 a.u.. Number 10: E -248.7471 a.u.. Number 11: E -248.6215 a.u.. Number 12: E -248.7793 a.u..